Entry 1:
ORCA calculation (wB97M-V/def2-TZVPD) on C10H8N3O6Yb as an isolated structure.

Output
Highest occupied orbital energy (alpha / beta) ... -15.772 / -15.721 eV
Spin multiplicity ... 2
<S²> ... 0.76
Net charge ... +2

Each line ends with the Löwdin charge.
CARTESIAN COORDINATES (ANGSTROEM)
O (-0.253, 0.024, -5.328)  0.148
C (-0.548, 0.460, -4.289)  0.005
Yb (-0.639, 0.729, -1.444)  1.045
O (1.992, -0.938, -3.338)  0.146
C (1.363, -0.215, -2.683)  -0.046
C (-3.035, -0.151, -1.607)  -0.004
O (-4.098, -0.390, -1.251)  0.195
C (-0.993, -1.683, -2.327)  -0.209
O (-0.583, -2.788, -2.284)  0.149
C (-0.995, 2.965, -2.485)  0.019
O (-1.145, 4.069, -2.777)  0.166
H (-2.000, -1.306, -2.922)  0.095
C (-0.754, 1.528, 3.394)  0.032
N (0.066, 0.632, 2.568)  -0.026
C (1.061, -0.077, 3.152)  0.022
C (1.834, -0.913, 2.402)  0.043
C (1.519, -0.988, 1.024)  -0.326
N (0.567, -0.259, 0.422)  0.077
C (-0.187, 0.548, 1.228)  -0.486
O (-1.101, 1.255, 0.708)  -0.102
N (2.196, -1.831, 0.210)  0.199
H (-0.374, 1.461, 4.415)  0.104
H (-1.815, 1.227, 3.365)  0.118
H (-0.699, 2.565, 3.019)  0.117
H (1.225, 0.031, 4.220)  0.157
H (2.623, -1.541, 2.797)  0.136
H (2.903, -2.461, 0.560)  0.136
H (1.873, -1.955, -0.750)  0.091

Atomic forces in eV per Å
-1.454 2.150 4.744
1.025 -2.002 -5.165
0.253 -0.166 0.001
-2.438 3.071 2.852
3.483 -3.238 -2.875
-4.584 -0.016 1.913
3.373 0.583 -1.310
-0.465 -2.180 -0.987
-0.813 2.043 -0.051
-0.662 5.345 -1.193
0.554 -4.338 0.998
1.612 -1.156 0.432
-0.696 0.544 -0.017
-0.424 0.357 0.140
0.943 -0.910 -0.500
-0.467 0.286 0.117
0.926 -1.207 -1.366
-0.524 0.562 1.231
0.218 0.142 0.024
0.320 -0.316 0.248
-0.512 0.410 0.077
-0.166 0.153 -0.178
0.538 0.004 0.021
0.134 -0.535 0.220
-0.225 0.129 -0.201
-0.146 0.241 0.164
-0.097 0.101 -0.028
0.295 -0.060 0.690

=====

Entry 2:
ORCA calculation (wB97M-V/def2-TZVPD) on C10H9Br2NOSn as an isolated structure.

Output
Highest occupied orbital energy (alpha / beta) ... -16.471 / -16.090 eV
Net charge ... +2

Each line ends with the Löwdin charge.
CARTESIAN COORDINATES (ANGSTROEM)
Sn (1.879, -0.788, 0.479)  1.441
C (4.585, -1.247, 0.533)  -0.056
H (3.986, -2.144, 0.329)  -0.006
H (5.279, -1.052, -0.286)  0.068
H (5.085, -1.331, 1.499)  0.070
H (3.854, -0.067, 0.648)  -0.040
H (3.178, 0.570, 0.761)  0.083
Br (0.485, 1.624, -3.795)  0.967
C (-0.617, 1.128, -2.350)  -0.532
C (-2.001, 1.342, -2.372)  -0.094
C (-2.822, 0.990, -1.302)  -0.506
Br (-4.707, 1.299, -1.407)  0.964
C (-2.281, 0.406, -0.114)  -0.143
C (-2.999, 0.027, 1.040)  0.051
C (-2.325, -0.530, 2.112)  0.034
C (-0.943, -0.746, 2.038)  -0.040
N (-0.224, -0.391, 0.954)  -0.085
C (-0.869, 0.190, -0.108)  -0.141
C (-0.041, 0.522, -1.209)  -0.311
O (1.251, 0.234, -1.128)  -0.235
H (-2.445, 1.797, -3.250)  0.125
H (-4.068, 0.188, 1.053)  0.107
H (-2.845, -0.815, 3.021)  0.140
H (-0.394, -1.207, 2.857)  0.138

Atomic forces in eV per Å
-1.595 -2.434 0.867
1.642 -0.242 -0.227
-0.118 0.578 0.056
-0.059 0.284 0.142
-0.123 0.335 0.009
1.616 -0.751 -0.125
0.472 0.802 0.224
-0.624 -0.281 0.774
-0.354 0.413 -0.798
0.318 0.071 -0.243
-1.272 0.339 -0.274
1.548 -0.195 -0.043
1.366 -0.413 0.423
0.380 0.089 -0.265
0.154 -0.097 0.055
0.119 0.306 -0.653
-2.129 0.755 0.177
-1.326 -0.470 1.439
2.179 -0.279 -0.351
-2.098 1.170 -1.142
0.035 -0.040 0.065
-0.028 -0.056 0.174
0.015 0.037 -0.175
-0.120 0.082 -0.109

=====

Entry 3:
ORCA calculation (wB97M-V/def2-TZVPD) on C10H9BrF5N3O6TeTi as an isolated structure.

Output
Highest occupied orbital energy ... -2.990 eV
Net charge ... -2

Each line ends with the Löwdin charge.
CARTESIAN COORDINATES (ANGSTROEM)
Ti (-0.487, -0.734, 0.131)  1.071
N (0.136, 2.528, -0.789)  0.021
C (1.531, 2.214, -1.065)  -0.202
C (2.144, 1.257, -0.042)  -0.564
O (3.313, 1.498, 0.306)  -0.042
N (1.390, 0.244, 0.396)  -0.061
C (1.972, -0.507, 1.511)  -0.137
C (0.890, -0.690, 2.564)  -0.589
O (1.131, -0.843, 3.744)  0.042
O (-0.313, -0.674, 2.039)  -0.130
H (-0.020, 2.703, 0.195)  0.084
H (-0.187, 3.328, -1.317)  0.075
H (1.602, 1.746, -2.053)  0.086
H (2.198, 3.082, -1.067)  0.099
H (2.267, -1.513, 1.187)  0.126
H (2.848, -0.007, 1.916)  0.111
Br (2.042, -1.269, -2.738)  0.852
C (0.388, -0.454, -3.148)  -0.708
C (0.093, -0.254, -4.486)  -0.114
C (-1.080, 0.407, -4.804)  -0.058
C (-1.893, 0.862, -3.783)  0.001
C (-1.515, 0.601, -2.479)  -0.176
N (-0.400, -0.060, -2.160)  0.052
C (-2.359, 1.072, -1.309)  -0.610
O (-3.259, 1.875, -1.528)  0.030
O (-2.018, 0.569, -0.193)  -0.110
H (0.773, -0.618, -5.241)  0.090
H (-1.349, 0.570, -5.841)  0.101
H (-2.813, 1.402, -3.951)  0.113
F (-2.017, -1.836, 0.376)  -0.506
Te (-0.920, -3.817, -0.880)  2.001
F (-1.346, -2.769, -2.510)  -0.520
F (0.354, -4.593, -2.036)  -0.473
F (-2.346, -5.151, -1.592)  -0.648
F (0.215, -4.836, 0.479)  -0.605
O (0.268, -2.174, -0.448)  -0.704

Atomic forces in eV per Å
-0.826 0.063 -0.198
0.028 0.053 -0.027
0.013 0.002 0.043
0.025 -0.104 -0.085
0.021 -0.005 -0.027
-0.019 0.297 0.190
0.028 0.048 -0.099
0.202 0.056 -0.071
-0.078 0.004 0.037
0.050 -0.101 0.357
-0.005 -0.012 0.006
0.004 0.013 0.012
-0.003 0.002 -0.001
-0.007 0.005 0.003
0.014 0.006 -0.020
-0.037 0.013 0.071
-0.015 0.022 -0.052
0.027 -0.019 0.217
-0.064 0.038 -0.084
0.094 -0.045 -0.046
-0.028 0.001 0.093
-0.052 -0.017 -0.067
0.088 -0.153 -0.071
-0.023 0.138 0.005
0.005 -0.025 0.013
0.209 0.276 0.006
-0.006 0.003 -0.008
0.007 -0.006 -0.004
-0.003 0.004 0.016
-0.137 0.316 0.144
-0.460 -0.165 0.405
0.049 -0.055 0.090
-0.055 0.113 -0.034
0.536 -0.164 -0.106
-0.174 -0.003 -0.296
0.590 -0.600 -0.412

=====

Entry 4:
ORCA calculation (wB97M-V/def2-TZVPD) on C10H9BrIrNO6S3 as an isolated structure.

Output
Highest occupied orbital energy (alpha / beta) ... -4.455 / -6.110 eV
Spin multiplicity ... 6
<S²> ... 8.77
Net charge ... -1

Each line ends with the Löwdin charge.
CARTESIAN COORDINATES (ANGSTROEM)
Ir (0.232, -0.996, -1.270)  1.224
Br (1.353, 1.251, 1.699)  0.781
C (0.603, -0.454, 2.042)  -0.723
C (0.855, -1.072, 3.252)  -0.101
C (0.237, -2.289, 3.489)  -0.043
C (-0.613, -2.821, 2.537)  0.011
C (-0.777, -2.137, 1.347)  -0.186
N (-0.169, -0.969, 1.105)  0.002
C (-1.693, -2.678, 0.257)  -0.613
O (-2.509, -3.529, 0.565)  0.059
O (-1.520, -2.176, -0.913)  -0.250
H (1.514, -0.610, 3.971)  0.097
H (0.420, -2.813, 4.418)  0.108
H (-1.145, -3.752, 2.670)  0.121
O (1.244, -3.140, -0.759)  -0.396
S (2.424, -2.338, -1.208)  0.248
O (3.666, -3.042, -1.298)  -0.298
O (2.436, -1.137, -0.294)  -0.473
O (1.954, -1.733, -2.532)  -0.490
C (0.584, 3.818, -1.864)  -0.140
C (0.118, 2.386, -1.782)  -0.815
S (1.256, 1.181, -2.019)  0.699
C (-1.229, 2.108, -1.516)  -0.803
C (-2.192, 3.240, -1.267)  -0.138
S (-1.834, 0.541, -1.427)  0.697
H (1.653, 3.862, -2.057)  0.057
H (0.383, 4.343, -0.926)  0.081
H (0.067, 4.365, -2.656)  0.075
H (-2.025, 4.078, -1.943)  0.066
H (-2.075, 3.613, -0.245)  0.085
H (-3.220, 2.901, -1.377)  0.058

Atomic forces in eV per Å
-0.132 0.314 -0.038
-0.027 -0.092 0.035
0.018 0.213 -0.103
-0.019 0.023 0.008
0.014 -0.033 0.046
-0.042 0.032 -0.055
-0.076 0.137 0.078
0.210 -0.320 -0.090
0.113 -0.254 -0.093
-0.042 0.044 0.052
-0.055 -0.016 0.045
0.002 0.000 0.003
-0.006 0.002 0.004
0.005 -0.010 0.005
0.187 -0.063 0.018
-0.377 0.016 -0.050
0.063 -0.002 0.007
0.076 0.007 0.059
0.085 -0.025 0.054
0.027 0.019 0.021
-0.353 0.049 0.032
0.180 -0.166 0.027
0.260 0.171 -0.069
-0.040 -0.024 0.026
-0.110 -0.008 0.024
0.006 -0.011 -0.002
0.003 0.000 0.007
0.000 -0.010 -0.023
0.002 0.007 -0.027
0.019 0.017 -0.003
0.009 -0.017 0.002

=====

Calculated values (hartree) of E_tot for the records, taken in order: -2159.686087; -5878.011510; -5193.411785; -4765.590452.